No. 1
Formula: C5H6N2O2S
Source: the Open Molecules 2025 dataset
Level of theory: ωB97M-V/def2-TZVPD

```
! wB97M-V def2-TZVPD RIJCOSX def2/J DEFGRID3
* xyz 0 1
C -1.50 0.74 -0.92
C -1.66 -0.68 0.83
C -0.22 0.48 -0.56
C -0.34 -0.49 0.62
C 1.18 0.80 -0.91
N -2.35 0.05 -0.09
N 1.96 -0.30 -0.36
O 1.73 -0.06 2.20
O 1.56 -2.28 1.18
S 1.31 -0.88 1.09
H -1.89 1.35 -1.72
H -2.16 -1.29 1.55
H 1.34 0.84 -2.00
H 1.46 1.77 -0.48
H -3.36 0.09 -0.15
H 2.94 -0.13 -0.28
*
```

Computed properties:
largest force on an atom = 0.077 Eh/bohr
LUMO level = 0.61 eV
SMILES = O=S1(=O)NCc2c[nH]cc21
electronic energy = -852.26846 hartree

***

No. 2
Formula: C20H25F15O10
Source: the Open Molecules 2025 dataset
Level of theory: ωB97M-V/def2-TZVPD

```
! wB97M-V def2-TZVPD RIJCOSX def2/J DEFGRID3
* xyz 0 1
C 0.78 9.86 -10.43
C 1.86 8.96 -11.00
O 1.86 7.79 -10.17
C 2.89 6.89 -10.18
O 3.92 7.08 -10.79
C 2.68 5.70 -9.21
F 3.17 4.55 -9.78
F 3.32 5.88 -8.05
F 1.37 5.55 -9.03
H 0.85 9.96 -9.35
H -0.22 9.43 -10.52
H 0.79 10.79 -11.00
H 2.81 9.49 -10.88
H 1.78 8.70 -12.06
C -2.38 -2.09 1.05
C -2.05 -0.66 0.63
O -2.00 -0.45 -0.76
C -3.16 -0.38 -1.53
O -4.30 -0.63 -1.10
C -2.91 -0.14 -3.02
F -1.65 0.23 -3.28
F -3.26 -1.25 -3.71
F -3.74 0.84 -3.46
H -1.66 -2.83 0.70
H -3.43 -2.36 0.90
H -2.35 -2.11 2.14
H -1.07 -0.43 1.06
H -2.73 0.07 1.07
C 1.64 4.12 2.20
C 1.20 5.54 2.58
O -0.25 5.50 2.64
C -0.84 5.70 3.90
O -0.23 5.93 4.96
C -2.40 5.55 3.89
F -3.05 6.73 4.04
F -2.77 5.04 2.71
F -2.86 4.82 4.91
H 2.73 4.13 2.16
H 1.21 3.61 1.33
H 1.44 3.49 3.07
H 1.45 6.21 1.76
H 1.72 6.00 3.43
C -5.25 -7.63 5.25
C -5.00 -7.08 6.70
O -5.78 -5.85 6.80
C -5.73 -5.09 7.93
O -5.05 -5.44 8.92
C -6.59 -3.86 8.00
F -5.87 -2.87 8.36
F -7.23 -3.64 6.84
F -7.42 -4.02 9.11
H -4.92 -8.67 5.22
H -4.67 -7.05 4.54
H -6.29 -7.65 4.93
H -3.95 -6.90 6.92
H -5.27 -7.80 7.47
C 6.58 -4.71 -0.45
C 7.17 -6.12 -0.51
O 6.39 -6.92 0.39
C 6.49 -6.79 1.77
O 7.32 -6.10 2.47
C 5.33 -7.61 2.46
F 5.17 -8.74 1.87
F 5.59 -7.78 3.72
F 4.19 -6.95 2.22
H 6.99 -3.93 -1.09
H 6.89 -4.34 0.53
H 5.49 -4.71 -0.46
H 8.23 -6.00 -0.28
H 6.98 -6.60 -1.47
*
```

Computed properties:
largest force on an atom = 0.121 Eh/bohr
LUMO level = 0.31 eV
SMILES = CCOC(=O)C(F)(F)F.CCOC(=O)C(F)(F)F.CCOC(=O)C(F)(F)F.CCOC(=O)C(F)(F)F.CCOC(=O)C(F)(F)F
electronic energy = -3027.46027 hartree

***

No. 3
Formula: C5H7NO
Source: the Open Molecules 2025 dataset
Level of theory: ωB97M-V/def2-TZVPD

```
! wB97M-V def2-TZVPD RIJCOSX def2/J DEFGRID3
* xyz 0 1
C 1.15 -1.48 0.28
C 1.22 -0.20 1.09
C -0.90 0.70 -1.00
C -2.08 1.45 -0.69
O -0.93 2.01 -1.39
C -0.26 -0.42 -1.15
N 0.38 -1.46 -0.98
H 0.70 -2.28 0.88
H 1.88 -0.41 1.94
H 2.16 -1.81 0.01
H 0.25 0.13 1.48
H 1.65 0.64 0.52
H -2.96 1.29 -1.31
H -2.24 1.83 0.32
*
```

Computed properties:
largest force on an atom = 0.013 Eh/bohr
LUMO level = 0.93 eV
SMILES = CCN=C=C1CO1
electronic energy = -324.58208 hartree

***

No. 4
Formula: C24H23N2O9PbS4
Source: the Open Molecules 2025 dataset
Level of theory: ωB97M-V/def2-TZVPD

```
! wB97M-V def2-TZVPD RIJCOSX def2/J DEFGRID3
* xyz 1 1
Pb 0.07 0.09 -0.50
C 0.18 -4.70 -0.09
C -0.18 -4.46 1.37
S 0.00 -2.67 1.63
C 1.18 -2.46 2.95
C 2.65 -2.48 2.50
S 3.04 -1.27 1.17
C 3.53 -2.22 -0.27
C 2.66 -3.45 -0.57
S 0.81 -3.16 -0.86
H 0.90 -5.51 -0.26
H -0.72 -4.96 -0.65
H -1.23 -4.65 1.56
H 0.35 -5.10 2.12
H 0.88 -1.46 3.30
H 0.84 -3.17 3.75
H 3.32 -2.16 3.35
H 3.03 -3.39 2.15
H 3.43 -1.53 -1.11
H 4.61 -2.34 -0.17
H 3.02 -3.86 -1.52
H 2.76 -4.26 0.14
O -2.92 -0.60 -0.57
C -3.57 -0.15 -1.76
C -2.53 -0.14 -2.88
C -2.93 0.03 -4.20
C -1.99 -0.06 -5.21
C -0.65 -0.21 -4.87
C -0.33 -0.28 -3.52
N -1.22 -0.22 -2.52
H -3.41 -0.22 0.16
H -3.95 0.88 -1.70
H -4.43 -0.73 -2.10
H -4.00 -0.02 -4.45
H -2.26 0.06 -6.27
H 0.12 -0.24 -5.62
H 0.70 -0.48 -3.23
O 4.17 4.59 -3.00
C 3.35 3.73 -2.74
C 1.85 3.93 -2.34
O 1.24 4.95 -2.60
C 1.53 2.64 -1.62
C 2.38 1.62 -2.18
O 2.37 0.40 -1.90
C 3.45 2.24 -2.94
O 4.31 1.67 -3.63
O 0.57 2.51 -0.82
O 0.49 0.57 2.38
C -0.58 1.24 2.24
N -1.33 1.22 1.10
S -2.73 2.13 1.29
O -2.85 3.02 0.15
O -3.88 1.26 1.54
C -2.26 2.79 2.89
C -2.86 3.74 3.70
C -2.16 4.15 4.82
C -0.93 3.55 5.13
C -0.44 2.49 4.44
C -1.07 2.19 3.26
H -3.81 4.18 3.44
H -2.60 4.94 5.41
H -0.32 3.99 5.95
H 0.35 1.82 4.75
*
```

Computed properties:
largest force on an atom = 0.081 Eh/bohr
LUMO level (spin up / spin down) = -6.44 / -4.78 eV
electronic energy = -3500.27915 hartree

***

No. 5
Formula: C39H35AsCl2N5NaO2S3
Source: the Open Molecules 2025 dataset
Level of theory: ωB97M-V/def2-TZVPD

```
! wB97M-V def2-TZVPD RIJCOSX def2/J DEFGRID3
* xyz -2 1
Na -0.34 0.34 0.10
N 0.76 1.55 4.23
C -0.02 1.12 5.29
C 0.34 1.40 6.61
C -0.47 1.01 7.66
C -1.65 0.31 7.42
C -2.00 0.02 6.10
C -1.21 0.43 5.04
S -1.70 0.21 3.37
N -0.24 0.20 2.52
C 0.77 0.95 2.95
C 1.93 1.13 2.15
C 3.11 1.80 2.59
C 4.18 1.92 1.75
C 4.13 1.38 0.46
C 2.96 0.73 0.10
N 1.90 0.59 0.88
H 1.59 2.05 4.48
H 1.27 1.93 6.80
H -0.17 1.25 8.68
H -2.28 0.00 8.24
H -2.91 -0.53 5.89
H 3.18 2.23 3.58
H 5.07 2.44 2.10
H 4.95 1.45 -0.23
H 2.87 0.28 -0.89
S 3.46 -1.66 -3.64
C 3.28 -2.98 -2.51
C 4.12 -4.06 -2.29
C 3.79 -4.98 -1.29
C 2.64 -4.78 -0.52
C 1.80 -3.71 -0.74
C 2.09 -2.79 -1.76
N 1.35 -1.70 -2.07
C 1.94 -0.95 -3.02
C 1.50 0.32 -3.44
C 2.36 1.25 -4.09
C 1.96 2.53 -4.37
C 0.67 2.98 -4.03
C -0.21 2.08 -3.46
C 0.18 0.77 -3.20
H 5.02 -4.18 -2.87
H 4.44 -5.83 -1.10
H 2.41 -5.48 0.28
H 0.93 -3.53 -0.11
H 3.38 0.95 -4.32
H 2.67 3.22 -4.83
H 0.37 4.01 -4.20
H -1.22 2.38 -3.19
Cl -5.13 6.03 0.79
C -3.81 4.92 0.49
C -2.53 5.44 0.22
C -1.49 4.60 -0.02
Cl 0.08 5.26 -0.36
C -1.61 3.15 -0.01
O -0.63 2.41 -0.23
C -2.94 2.68 0.28
C -3.26 1.27 0.32
O -2.51 0.33 0.14
C -4.00 3.57 0.52
H -2.38 6.51 0.20
H -4.33 1.06 0.54
H -4.99 3.17 0.73
S -3.45 -0.90 -2.99
C -1.93 -0.45 -2.85
N -0.79 -0.15 -2.79
C -4.21 -2.86 0.39
C -3.15 -2.92 1.48
As -1.31 -2.70 0.79
C -1.22 -4.36 -0.29
C -1.40 -4.05 -1.77
C -0.42 -3.28 2.46
C -0.33 -4.78 2.72
H -5.22 -2.94 0.81
H -4.09 -3.68 -0.33
H -4.13 -1.93 -0.17
H -3.19 -3.87 2.03
H -3.29 -2.12 2.20
H -1.97 -5.07 0.08
H -0.24 -4.81 -0.13
H -2.37 -3.60 -1.98
H -1.31 -4.96 -2.38
H -0.63 -3.35 -2.11
H -0.99 -2.79 3.25
H 0.57 -2.82 2.47
H -1.31 -5.26 2.67
H 0.09 -4.98 3.71
H 0.31 -5.28 1.99
*
```

Computed properties:
largest force on an atom = 0.020 Eh/bohr
LUMO level (spin up / spin down) = 3.72 / 3.72 eV
electronic energy = -6444.53654 hartree

***

No. 6
Formula: C4H14NO
Source: the Open Molecules 2025 dataset
Level of theory: ωB97M-V/def2-TZVPD

```
! wB97M-V def2-TZVPD RIJCOSX def2/J DEFGRID3
* xyz 1 1
C 0.15 1.32 0.92
C 0.80 0.53 -0.20
N -0.27 -0.20 -1.11
C -1.61 0.49 -1.14
C 1.94 -0.41 0.03
H -0.61 0.76 1.47
H 0.89 1.75 1.59
H -0.33 2.23 0.56
H 1.14 1.33 -0.85
H -0.53 -1.04 -0.58
H 0.19 -0.40 -1.99
H -2.10 0.20 -0.23
H -2.12 0.09 -2.02
H -1.61 1.55 -1.34
H 1.78 -1.33 0.59
H 2.32 -0.75 -0.95
H 2.83 0.06 0.43
H -0.92 -1.65 2.29
H -1.12 -2.73 1.19
O -0.82 -1.80 1.34
*
```

Computed properties:
largest force on an atom = 0.060 Eh/bohr
LUMO level = -2.99 eV
electronic energy = -290.54779 hartree

***

No. 7
Formula: C46H58N4O4P2RuSi
Source: the Open Molecules 2025 dataset
Level of theory: ωB97M-V/def2-TZVPD

```
! wB97M-V def2-TZVPD RIJCOSX def2/J DEFGRID3
* xyz -1 2
Ru -0.21 0.91 0.10
O 1.11 2.49 3.93
C 0.70 2.25 2.79
O 1.11 1.34 2.01
C -0.39 3.15 2.22
C -1.08 4.11 2.94
C -1.96 4.94 2.27
C -2.06 4.85 0.88
C -1.34 3.85 0.24
N -0.58 2.99 0.92
C -1.25 3.72 -1.29
O -1.72 4.64 -1.98
O -0.66 2.67 -1.67
H -0.90 4.19 4.01
H -2.55 5.67 2.81
H -2.67 5.52 0.30
C -3.26 -1.15 -3.28
Si -1.75 -1.05 -2.11
C -1.97 -2.50 -0.93
C -2.30 -3.70 -1.58
C -2.47 -4.89 -0.91
C -2.30 -4.91 0.47
C -1.98 -3.74 1.14
C -1.80 -2.52 0.47
P -1.31 -0.99 1.38
C -0.27 -1.72 2.75
C 1.11 -2.07 2.18
C 1.88 -2.94 3.18
C 1.60 -2.51 4.63
C 1.23 -1.02 4.67
C -0.12 -0.80 3.97
C -2.77 -0.41 2.42
C -3.59 -1.48 3.15
C -4.71 -2.10 2.30
C -5.59 -1.02 1.69
C -4.75 -0.08 0.85
C -3.68 0.60 1.71
C -0.23 -1.06 -3.23
C -0.37 -1.89 -4.36
C 0.56 -1.96 -5.36
C 1.70 -1.17 -5.29
C 1.90 -0.40 -4.16
C 0.99 -0.37 -3.10
P 1.49 0.46 -1.55
C 2.48 1.95 -2.11
C 1.87 2.68 -3.33
C 2.15 4.19 -3.28
C 3.53 4.48 -2.68
C 3.59 4.01 -1.21
C 2.56 2.92 -0.93
C 2.84 -0.70 -0.92
C 3.88 -1.25 -1.90
C 4.75 -2.30 -1.20
C 5.47 -1.69 0.01
C 4.45 -1.09 0.97
C 3.57 -0.06 0.27
H -4.12 -1.59 -2.76
H -3.08 -1.73 -4.18
H -3.54 -0.14 -3.60
H -2.42 -3.68 -2.65
H -2.72 -5.80 -1.44
H -2.43 -5.83 1.03
H -1.89 -3.80 2.21
H -0.73 -2.65 3.08
H 1.63 -1.13 1.98
H 1.00 -2.59 1.22
H 2.95 -2.86 2.98
H 1.61 -3.99 3.04
H 2.47 -2.71 5.26
H 0.76 -3.08 5.03
H 2.00 -0.43 4.18
H 1.17 -0.68 5.70
H -0.17 0.25 3.67
H -0.93 -0.99 4.68
H -2.22 0.15 3.18
H -4.06 -1.01 4.02
H -2.93 -2.27 3.53
H -5.30 -2.77 2.93
H -4.28 -2.70 1.50
H -6.09 -0.45 2.48
H -6.37 -1.49 1.07
H -5.38 0.69 0.39
H -4.27 -0.65 0.04
H -4.19 1.20 2.47
H -3.06 1.28 1.12
H -1.27 -2.49 -4.45
H 0.41 -2.62 -6.21
H 2.43 -1.17 -6.09
H 2.81 0.18 -4.08
H 3.49 1.59 -2.35
H 0.79 2.53 -3.34
H 2.28 2.28 -4.26
H 1.38 4.69 -2.69
H 2.09 4.60 -4.29
H 3.75 5.55 -2.74
H 4.28 3.95 -3.27
H 3.40 4.85 -0.53
H 4.59 3.64 -0.99
H 1.56 3.35 -0.79
H 2.79 2.41 0.01
H 2.25 -1.55 -0.55
H 4.53 -0.44 -2.25
H 3.41 -1.70 -2.77
H 5.47 -2.71 -1.90
H 4.11 -3.12 -0.86
H 6.16 -0.91 -0.33
H 6.07 -2.46 0.52
H 4.95 -0.62 1.82
H 3.82 -1.90 1.36
H 4.22 0.74 -0.10
H 2.85 0.37 0.97
N -6.10 2.94 -1.61
C -5.01 2.57 -1.57
N -3.77 2.19 -1.51
C -2.99 1.26 -1.42
N -2.15 0.42 -1.23
*
```

Computed properties:
largest force on an atom = 0.031 Eh/bohr
LUMO level (spin up / spin down) = 2.28 / 2.28 eV
electronic energy = -3374.91375 hartree

***

No. 8
Formula: C21H32IN3OS
Source: the Open Molecules 2025 dataset
Level of theory: ωB97M-V/def2-TZVPD

```
! wB97M-V def2-TZVPD RIJCOSX def2/J DEFGRID3
* xyz 0 1
C -1.01 -1.59 -4.67
C -1.02 -1.43 -3.12
C -1.01 0.11 -2.81
C -2.31 0.83 -3.26
C -0.59 0.37 -1.35
C 0.70 0.08 -1.01
C 1.29 0.25 0.31
O 2.62 -0.09 0.44
C 2.85 -1.18 1.33
C 2.72 -2.62 0.71
C 2.46 -2.66 -0.81
C 1.68 -3.46 1.52
C 2.16 -3.77 2.96
C 0.26 -2.81 1.53
C 0.54 0.76 1.35
C 1.15 1.00 2.74
C 0.49 2.15 3.55
C 0.55 3.52 2.85
I -1.12 4.72 3.56
C -0.83 1.06 1.06
N -1.77 1.53 1.86
S -3.18 1.72 1.10
N -2.71 1.17 -0.39
C -1.43 0.87 -0.29
H -0.48 -2.51 -4.97
H -0.41 -0.77 -5.12
H -2.02 -1.55 -5.10
H -0.04 -1.82 -2.79
H -1.87 -1.94 -2.64
H -0.19 0.51 -3.44
H -3.16 0.20 -2.94
H -2.42 1.84 -2.86
H -2.34 0.83 -4.36
H 1.35 -0.32 -1.79
H 3.90 -1.08 1.67
H 2.24 -1.16 2.24
H 3.68 -3.14 0.87
H 1.37 -2.72 -0.98
H 2.86 -1.80 -1.36
H 2.87 -3.57 -1.28
H 1.56 -4.42 0.98
H 1.98 -2.94 3.67
H 1.61 -4.65 3.35
H 3.23 -4.03 3.01
H 0.22 -2.10 2.38
H 0.05 -2.23 0.62
H -0.50 -3.58 1.74
H 1.09 0.04 3.29
H 2.22 1.24 2.60
H 1.06 2.23 4.49
H -0.52 1.87 3.85
H 0.43 3.46 1.76
H 1.45 4.09 3.14
C -3.53 5.23 -1.18
C -3.86 4.39 -2.34
N -4.12 3.73 -3.25
H -3.50 4.61 -0.28
H -2.55 5.69 -1.32
H -4.28 6.01 -1.06
*
```

Computed properties:
largest force on an atom = 0.043 Eh/bohr
LUMO level = -0.47 eV
electronic energy = -1754.74452 hartree

***

Question: Which of these has the highest electronic energy?
Answer: C4H14NO

***

Question: The highest electronic energy belongs to which entry?
Answer: C4H14NO